1.
The following is a quantum chemistry calculation of the ion C6H12ClN2 with charge +1, from the OMol25 dataset.

Calculated values
**Orbital gap**: 0.3204 Eh
**SMILES string**: CCN[C@]1(Cl)CC=[NH+]C1
**E_HOMO**: -0.48847 hartree
**2S+1**: 1
**Relative energy (zero: lowest compared OMol25 entry of this formula, charge and spin)**: 54.29 kJ/mol
**Total charge**: +1

Last column: natural (NBO) charge in e.
Element x y z (Å)
C 0.2354 1.1884 1.8925  -0.614
C -0.7511 1.6029 0.8034  -0.230
N -1.3966 0.4204 0.2055  -0.641
C -0.7026 -0.2586 -0.8837  0.139
Cl -1.7109 -0.2873 -2.3443  0.011
C -0.4685 -1.7576 -0.4289  -0.529
C 0.9830 -1.9363 -0.3917  0.307
N 1.6092 -0.8904 -0.7875  -0.403
C 0.7301 0.2032 -1.2102  -0.293
H 0.8466 0.3488 1.5521  0.168
H 0.8798 2.0037 2.2058  0.232
H -0.3318 0.8103 2.7408  0.232
H -0.3054 2.2782 0.0705  0.173
H -1.5522 2.1658 1.2791  0.228
H -2.3025 0.7038 -0.1425  0.400
H -0.8780 -1.9138 0.5713  0.300
H -0.9396 -2.4870 -1.0903  0.294
H 1.5181 -2.8153 -0.0563  0.253
H 2.6179 -0.8226 -0.8341  0.452
H 0.8342 0.2783 -2.2952  0.260
H 1.0849 1.1652 -0.8567  0.261

Cartesian forces (eV/Å) of the 2 atoms listed first:
-0.29 -0.31 -0.29
-0.12 -0.08 0.49

=====

2.
The following is a quantum chemistry calculation of a cluster of 2 separate species, C36H40N5O in total, from the OMol25 dataset.

Calculated values
**Orbital gap**: 0.1836 Eh
**E_HOMO**: -0.34264 hartree
**2S+1**: 1
**Relative energy (zero: lowest compared OMol25 entry of this formula, charge and spin)**: 81.70 kJ/mol
**Total charge**: +1

Last column: Löwdin charge in e.
Element x y z (Å)
C -5.9488 -4.1797 -1.9996  -0.169
C -4.9324 -3.3590 -1.2119  -0.100
N -3.6747 -3.1925 -1.9512  -0.069
C -2.8641 -2.1471 -1.7031  0.003
C -1.6982 -1.8869 -2.4382  -0.053
C -0.8039 -0.8191 -2.2700  0.062
C 0.2756 -0.6012 -3.1961  -0.195
C 1.2014 0.4647 -3.0480  -0.019
C 2.4278 0.4380 -3.6947  -0.045
C 2.6619 -0.5018 -4.7049  -0.052
C 1.6805 -1.4378 -5.0289  -0.075
C 0.5113 -1.4970 -4.2849  -0.019
C -3.3252 -4.1725 -2.9773  -0.113
C -4.0341 -5.4878 -2.7009  -0.171
O -5.4491 -5.3697 -2.6026  -0.122
H -6.7625 -4.5346 -1.3475  0.138
H -6.3858 -3.5599 -2.8000  0.132
H -5.3642 -2.3722 -1.0073  0.137
H -4.7530 -3.8733 -0.2546  0.141
H -3.1566 -1.4674 -0.8908  0.156
H -1.4589 -2.5943 -3.2311  0.071
H -0.9415 -0.1471 -1.4272  0.101
H 0.9315 1.2825 -2.3778  0.101
H 3.1998 1.1486 -3.4068  0.119
H 3.6096 -0.5225 -5.2316  0.116
H 1.8229 -2.1559 -5.8366  0.116
H -0.2064 -2.2813 -4.5299  0.105
H -3.6190 -3.8103 -3.9790  0.155
H -2.2470 -4.3629 -2.9819  0.129
H -3.8809 -6.1946 -3.5307  0.142
H -3.6248 -5.9244 -1.7716  0.136
C 3.3808 -2.9132 -2.4603  -0.103
C 4.6302 -2.3252 -2.2585  -0.081
C 4.8747 -1.5970 -1.0978  -0.039
C 3.8703 -1.4599 -0.1344  -0.219
C 4.1222 -0.5203 1.0193  -0.105
N 2.9561 -0.2874 1.8870  -0.097
C 3.2864 -0.1966 3.2913  -0.145
C 2.0377 -0.2104 4.1341  -0.139
N 1.1152 0.7989 3.6793  -0.076
C 0.0540 1.0970 4.6115  -0.138
C -1.1421 1.7634 3.9740  -0.144
N -0.7937 2.5631 2.8156  -0.100
C -1.8102 3.5728 2.4394  -0.112
C -1.3675 5.0224 2.5462  -0.202
C -2.2078 6.0078 2.0105  -0.054
C -1.8937 7.3598 2.1458  -0.083
C -0.7269 7.7388 2.8215  -0.089
C 0.1292 6.7586 3.3368  -0.077
C -0.1864 5.3984 3.1933  -0.035
C -0.0295 1.9029 1.8634  -0.140
C -0.3079 1.8910 0.4876  -0.072
N 0.4020 1.1218 -0.3463  -0.023
C 1.5151 0.5150 0.0576  -0.090
C 1.8789 0.4324 1.4212  -0.131
C 1.0107 1.0669 2.3424  -0.072
C 2.6598 -2.1497 -0.2857  -0.054
C 2.3871 -2.8081 -1.4888  -0.080
H 3.1718 -3.4404 -3.3901  0.103
H 5.4125 -2.4224 -3.0124  0.109
H 5.8351 -1.1045 -0.9254  0.121
H 4.8998 -0.9381 1.6733  0.130
H 4.5226 0.4471 0.6505  0.145
H 3.9000 -1.0699 3.5267  0.129
H 3.8728 0.7150 3.4981  0.140
H 1.5630 -1.2098 4.0789  0.139
H 2.2805 0.0044 5.1814  0.133
H -0.2829 0.1584 5.0779  0.127
H 0.4570 1.7380 5.4104  0.131
H -1.8336 0.9616 3.6588  0.130
H -1.6458 2.4234 4.6860  0.131
H -2.2005 3.3898 1.4261  0.107
H -2.6485 3.4063 3.1327  0.128
H -3.1112 5.6892 1.4871  0.112
H -2.5624 8.1154 1.7290  0.105
H -0.4895 8.7958 2.9413  0.103
H 1.0450 7.0481 3.8529  0.103
H 0.4842 4.6310 3.5817  0.107
H -1.1107 2.4778 0.0450  0.105
H 2.1256 0.0666 -0.7255  0.091
H 1.8872 -2.0873 0.4838  0.117
H 1.3922 -3.2194 -1.6576  0.100

Cartesian forces (eV/Å) of the 2 atoms listed first:
-0.48 -0.15 -0.57
-0.28 -0.54 0.50

=====

3.
The following is a quantum chemistry calculation of a structure of composition C4H16BrNSi3, from the OMol25 dataset.

Calculated values
**Orbital gap**: 0.3153 Eh
**E_HOMO**: -0.32482 hartree
**2S+1**: 1
**Relative energy (zero: lowest compared OMol25 entry of this formula, charge and spin)**: 332.24 kJ/mol

Last column: natural (NBO) charge in e.
Element x y z (Å)
C 0.8760 2.8794 0.1886  -1.091
C -1.5717 1.5562 1.4067  -1.100
C 0.2746 -2.5870 -1.6884  -1.116
C -2.1198 -1.6718 -0.0370  -1.135
N 0.3624 -0.0279 -0.3198  -1.683
Si 2.7340 -0.0735 -0.0812  1.174
Si -0.3855 1.4943 -0.0634  1.605
Si -0.2417 -1.6036 -0.0937  1.605
Br 3.1035 0.5686 1.9408  -0.281
H 1.6175 2.6824 -0.6001  0.214
H 0.2580 3.6897 0.0932  0.234
H 1.2867 2.8088 1.1411  0.230
H -2.2994 0.8487 1.2841  0.225
H -1.1358 1.4251 2.4301  0.230
H -2.0365 2.4760 1.3708  0.227
H -0.0268 -3.6636 -1.6585  0.233
H 0.0301 -1.9923 -2.6927  0.249
H 1.3480 -2.6934 -1.4807  0.217
H -2.7009 -1.4400 0.8920  0.246
H -2.4673 -1.0025 -0.9170  0.246
H -2.3491 -2.7184 -0.2350  0.242
H 3.5714 0.6900 -0.8714  -0.165
H 2.6296 -1.5037 0.0708  -0.153
H -1.2418 2.0225 -1.1897  -0.231
H 0.4844 -2.1637 1.1104  -0.222

Cartesian forces (eV/Å) of the 2 atoms listed first:
0.16 -3.36 -1.49
3.11 -0.47 0.84

=====

4.
The following is a quantum chemistry calculation of a structure of composition C47H48AsIN7OS3Si2Ta, from the OMol25 dataset.

Calculated values
**Orbital gap**: 0.2445 Eh
**E_HOMO**: -0.46574 hartree
**2S+1**: 1
**Relative energy (zero: lowest compared OMol25 entry of this formula, charge and spin)**: 0.00 kJ/mol
**Total charge**: +2

Last column: Löwdin charge in e.
Element x y z (Å)
Ta -0.5587 0.4004 -1.1067  1.481
C 2.4242 1.3457 -4.7876  -0.160
Si 2.2275 -0.0747 -3.5646  0.510
C 3.9298 -0.8633 -3.6003  -0.172
C 1.0891 -1.3505 -4.3698  -0.169
C 1.6476 0.5596 -1.7848  -0.414
C 1.5398 2.0425 -1.8655  -0.485
C 2.4970 2.9950 -2.2212  -0.048
C 2.1589 4.3282 -2.1747  0.002
C 0.8765 4.7096 -1.7661  -0.017
C -0.0230 3.7346 -1.4210  -0.138
N 0.3157 2.4297 -1.4805  -0.102
Si 2.8368 0.3428 -0.2342  0.508
C 2.4088 -1.0120 1.0092  -0.160
C 4.6400 0.0546 -0.6294  -0.165
C 2.8070 1.9813 0.6888  -0.149
H 2.3878 0.8969 -5.7840  0.054
H 3.4063 1.8106 -4.6929  0.043
H 1.6865 2.1410 -4.7690  0.016
H 4.1099 -1.0775 -4.6581  0.055
H 4.0047 -1.8143 -3.0709  0.023
H 4.7382 -0.2179 -3.2629  0.029
H 0.6531 -0.9266 -5.2772  0.037
H 0.2769 -1.7272 -3.7543  -0.002
H 1.6916 -2.2085 -4.6744  0.049
H 3.4880 2.6758 -2.5123  0.128
H 2.8855 5.0831 -2.4457  0.130
H 0.5908 5.7499 -1.7175  0.121
H -1.0268 3.9643 -1.0946  0.060
H 3.0053 -1.9059 0.8222  0.048
H 1.3698 -1.3247 1.0731  -0.003
H 2.7121 -0.6376 1.9885  0.016
H 4.8570 -0.9221 -1.0559  0.029
H 5.1559 0.1083 0.3343  0.053
H 5.0808 0.8186 -1.2705  0.039
H 1.8103 2.4003 0.8255  0.025
H 3.4157 2.7348 0.1875  0.047
H 3.2388 1.8259 1.6803  0.042
S -2.5007 1.9549 -1.1513  0.717
C -3.7442 1.0794 -0.2798  -0.636
C -4.7950 1.7627 0.3167  -0.043
C -5.7426 1.0734 1.0604  -0.171
C -6.7706 1.8126 1.7352  -0.166
N -7.5545 2.4182 2.3152  0.213
C -5.6477 -0.3167 1.2045  -0.170
C -4.6261 -1.0042 0.5615  -0.033
C -3.6862 -0.3075 -0.1839  -0.606
S -2.4109 -1.1950 -1.0168  0.697
C -6.5576 -1.0377 2.0471  -0.161
N -7.2526 -1.6470 2.7276  0.204
H -4.8663 2.8376 0.2269  0.129
H -4.5674 -2.0803 0.6549  0.129
O -0.3520 0.5582 0.7666  -0.601
As -0.6381 0.5205 2.5060  1.388
C -0.9070 -1.2650 3.0786  -0.321
C -0.9300 -1.4919 4.4549  -0.099
C -1.1584 -2.7773 4.9194  -0.039
C -1.3480 -3.8190 4.0196  -0.030
C -1.3156 -3.5820 2.6522  -0.038
C -1.1020 -2.2985 2.1746  -0.094
C 0.8589 1.2430 3.4270  -0.311
C 0.9587 2.6211 3.6104  -0.083
C 2.0320 3.1355 4.3176  -0.046
C 2.9872 2.2799 4.8519  -0.037
C 2.8721 0.9061 4.6873  -0.044
C 1.8057 0.3808 3.9748  -0.118
C -2.1504 1.6268 2.8015  -0.307
C -2.1880 2.9175 2.2767  -0.125
C -3.2112 3.7690 2.6588  -0.051
C -4.1788 3.3375 3.5599  -0.043
C -4.1456 2.0450 4.0628  -0.047
C -3.1312 1.1778 3.6819  -0.069
H -0.7693 -0.6849 5.1610  0.120
H -1.1811 -2.9656 5.9837  0.122
H -1.5183 -4.8215 4.3878  0.123
H -1.4544 -4.4006 1.9583  0.113
H -1.0829 -2.1042 1.1129  0.028
H 0.2057 3.2935 3.2225  0.098
H 2.1171 4.2035 4.4631  0.120
H 3.8178 2.6858 5.4135  0.122
H 3.6068 0.2418 5.1213  0.122
H 1.7119 -0.6918 3.8609  0.105
H -1.4419 3.2479 1.5636  0.094
H -3.2530 4.7740 2.2605  0.121
H -4.9746 4.0067 3.8580  0.123
H -4.9156 1.7076 4.7436  0.125
H -3.1094 0.1682 4.0752  0.106
I -1.4462 2.3525 -7.1235  0.958
C -1.4915 1.1763 -5.4398  -0.751
C -2.1623 -0.0163 -5.2469  -0.093
N -1.8975 -0.4196 -3.9997  -0.010
N -1.0843 0.4352 -3.3584  -0.177
C -0.8466 1.4176 -4.2300  -0.219
H -2.8065 -0.5822 -5.8981  0.140
H -2.2942 -1.2007 -3.4946  0.097
H -0.2601 2.2724 -3.9494  0.101
N 2.9275 -6.6246 -2.0702  0.110
C 2.0634 -6.2770 -1.1056  -0.846
S 1.6964 -7.1974 0.1953  0.735
C 1.4713 -4.9138 -1.2415  -0.220
C 2.2248 -3.8089 -1.6132  0.022
C 1.6365 -2.5592 -1.6111  -0.191
N 0.3595 -2.3161 -1.2990  0.027
C -0.3649 -3.4057 -0.9834  -0.178
C 0.1377 -4.6881 -0.9340  -0.010
H 3.3553 -7.5366 -2.0264  0.113
H 3.0072 -6.1041 -2.9277  0.114
H 3.2774 -3.8951 -1.8500  0.127
H 2.2494 -1.7112 -1.8538  0.020
H -1.4042 -3.2514 -0.7454  0.021
H -0.4980 -5.5126 -0.6428  0.112

Cartesian forces (eV/Å) of the 2 atoms listed first:
0.13 0.05 -0.56
0.01 -0.04 0.05

=====

5.
The following is a quantum chemistry calculation of a structure of composition C30H21BrIN6O4S4Ti, from the OMol25 dataset.

Calculated values
**Expectation value of S²**: 0.755
**Orbital gap (alpha / beta)**: 0.1906 / 0.1905 Eh
**E_HOMO (alpha / beta)**: -0.06101 / -0.06095 hartree
**2S+1**: 2
**Total charge**: -2

Last column: natural (NBO) charge in e.
Element x y z (Å)
Ti -0.1748 -0.0098 0.2523  1.269
C -0.0795 -0.4865 -3.5840  -0.641
C -1.2094 -1.2985 -3.0242  0.276
C -2.2133 -1.7365 -3.9330  -0.242
C -3.2189 -2.5245 -3.4891  -0.149
C -3.2520 -2.9126 -2.1282  -0.105
C -4.2566 -3.7687 -1.6272  -0.243
C -4.2335 -4.1233 -0.3056  -0.213
C -3.2293 -3.6349 0.5448  -0.264
C -2.2264 -2.7861 0.1007  -0.134
S -0.9842 -2.2526 1.1964  -0.295
C -2.2325 -2.4159 -1.2823  0.219
N -1.2343 -1.6093 -1.7542  -0.431
H 0.4255 -1.0653 -4.3641  0.202
H 0.6316 -0.2153 -2.8135  0.241
H -0.4621 0.4397 -4.0217  0.240
H -2.1549 -1.4137 -4.9661  0.201
H -4.0046 -2.8706 -4.1534  0.192
H -5.0272 -4.1295 -2.3006  0.186
H -4.9951 -4.7826 0.0986  0.189
H -3.2272 -3.9209 1.5900  0.207
S 1.4131 -0.4975 2.3618  -0.227
C 2.6046 -1.6126 1.7849  -0.286
C 3.4695 -2.1908 2.7700  0.306
N 4.1502 -2.6451 3.5824  -0.397
C 2.7850 -1.9352 0.4734  -0.313
S 1.8411 -1.2819 -0.8318  -0.289
C 3.8254 -2.8375 0.0904  0.308
N 4.6669 -3.5419 -0.2670  -0.406
N 0.1050 3.4437 1.5586  -0.560
C -0.8960 2.6697 2.1121  0.455
C -1.8583 3.3844 2.8531  -0.281
C -2.8656 2.7058 3.4792  -0.143
C -2.9058 1.3198 3.3701  -0.310
C -1.9445 0.7005 2.6110  0.117
N -0.9373 1.3533 1.9917  -0.518
C 1.3066 3.1932 0.9162  0.415
C 2.1597 4.3012 0.7676  -0.295
C 3.3948 4.1172 0.1923  -0.168
C 3.7519 2.8428 -0.2226  -0.300
C 2.8380 1.8213 -0.0462  0.080
N 1.6321 1.9825 0.4999  -0.436
H -0.0698 4.4262 1.6775  0.387
H -1.7969 4.4646 2.9020  0.195
H -3.6188 3.2447 4.0428  0.200
H -3.6859 0.7306 3.8315  0.213
H -1.9485 -0.3701 2.4522  0.254
H 1.8468 5.2774 1.1193  0.195
H 4.0712 4.9557 0.0705  0.201
H 4.7076 2.6394 -0.6859  0.216
H 3.0511 0.8100 -0.3721  0.242
Br 3.8332 1.6375 -7.1554  0.032
C 3.7928 0.0504 -6.1098  -0.125
C 4.1371 -1.1373 -6.7408  -0.247
C 4.1304 -2.3233 -6.0259  -0.216
C 3.7823 -2.3179 -4.6847  -0.210
C 3.4377 -1.1319 -4.0615  -0.157
C 3.4351 0.0667 -4.7699  -0.213
I 2.9000 1.7867 -3.7220  0.216
H 4.4066 -1.1215 -7.7880  0.216
H 4.3983 -3.2481 -6.5211  0.207
H 3.7719 -3.2334 -4.1066  0.230
H 3.1526 -1.1408 -3.0121  0.263
O -2.5354 1.4199 -2.4269  -1.000
S -1.9349 1.5947 -1.1226  2.586
O -2.2663 2.8557 -0.4789  -1.017
O -0.4127 1.4250 -1.1917  -1.071
O -2.2286 0.4236 -0.1928  -1.051

Cartesian forces (eV/Å) of the 2 atoms listed first:
0.47 -0.42 0.25
-0.11 0.07 0.00

=====

6.
The following is a quantum chemistry calculation of a structure of composition C5H10AgF6N3O13S2, from the OMol25 dataset.

Calculated values
**Expectation value of S²**: 0.756
**Orbital gap (alpha / beta)**: 0.2759 / 0.1715 Eh
**E_HOMO (alpha / beta)**: -0.18489 / -0.18360 hartree
**2S+1**: 2
**Relative energy (zero: lowest compared OMol25 entry of this formula, charge and spin)**: 93.72 kJ/mol
**Total charge**: -1

Last column: natural (NBO) charge in e.
Element x y z (Å)
Ag 6.2566 21.3083 -0.0846  0.912
C 8.6097 20.4535 -3.4043  0.735
F 8.9990 20.4146 -4.6743  -0.311
F 7.6650 19.5267 -3.2160  -0.324
F 9.6457 20.1696 -2.6324  -0.311
S 7.8264 22.1122 -2.9806  2.202
O 8.6264 23.1091 -3.6356  -0.938
O 6.4719 22.0007 -3.4264  -0.922
N 7.8419 22.1856 -1.3237  -1.227
S 9.0294 23.1470 -0.7960  2.198
O 8.9799 23.0420 0.6343  -0.933
O 10.3201 22.9603 -1.4009  -0.935
C 8.5450 24.9473 -1.1353  0.736
F 7.4430 25.0643 -1.8836  -0.318
F 8.3239 25.5509 0.0311  -0.319
F 9.5235 25.5503 -1.7951  -0.304
O 2.8751 19.5278 2.0209  -0.768
C 3.7957 20.5618 2.2690  0.956
O 3.5187 21.2931 3.2437  -0.790
O 4.7960 20.6242 1.5357  -0.829
H 2.4180 19.6148 2.8719  0.477
O 5.7093 25.8550 1.2997  -0.676
C 5.4219 24.5591 1.5678  0.906
O 5.7091 23.6758 0.7832  -0.537
O 4.8167 24.2668 2.6340  -0.207
H 6.2567 25.6557 0.5094  0.504
O 5.5410 19.3618 -1.1976  -0.952
H 6.2401 18.7458 -1.4372  0.479
H 4.7725 18.8167 -0.9966  0.483
O 4.0359 21.8670 -1.2177  -0.933
H 3.5340 21.1703 -1.6500  0.472
H 3.7962 22.6745 -1.6824  0.471
C 9.0789 19.1853 0.4251  0.788
O 7.9859 19.7184 0.4065  -0.667
N 9.2605 17.8773 0.8257  -0.855
N 10.2642 19.8305 0.1841  -0.840
H 10.1650 17.4490 0.7590  0.373
H 8.4861 17.2639 0.9882  0.404
H 11.1203 19.3117 0.2101  0.375
H 10.2740 20.7895 -0.1180  0.425

Cartesian forces (eV/Å) of the 2 atoms listed first:
-0.61 0.27 0.72
-0.65 0.46 0.42

=====

no.,electronic energy (eV)
1,-21912.166
2,-47471.398
3,-99573.817
4,-180739.215
5,-193188.261
6,-78410.793